{
  "formula": "C19H31NO2",
  "method": "the ωB97M-V functional and the def2-TZVPD basis",
  "max_force_ha_per_bohr": 0.017,
  "homo_lumo_gap_ev": 9.391,
  "e_above_lowest_kj_mol": 14.5,
  "smiles": "C=C1CCC[C@]2(C)C[C@H]3OC(=O)[C@H](CNCC(C)C)[C@H]3C[C@@H]12",
  "symbols": ["H", "C", "H", "C", "H", "H", "H", "C", "H", "C", "C", "H", "H", "H", "O", "H", "H", "H", "H", "H", "H", "H", "C", "C", "C", "H", "H", "H", "C", "N", "H", "O", "H", "H", "H", "H", "C", "C", "H", "H", "H", "C", "C", "H", "H", "C", "C", "C", "C", "H", "C", "H", "C"],
  "xyz": [[-0.46113, 2.32530, 0.31083], [0.09713, 4.10316, -3.37548], [1.92853, 0.20503, -1.92817], [-0.28610, 2.16928, -1.82985], [0.32693, 3.54471, -5.44887], [0.07923, -2.75674, 6.58760], [1.38675, -4.50292, 4.42747], [-0.45033, -3.38151, 4.58828], [-1.12243, 1.86243, -4.42197], [-0.12959, 1.59126, -0.42662], [1.73925, 0.91181, -2.72945], [-0.98036, 4.25258, -3.49202], [-1.36028, 2.30531, -2.01885], [1.38846, 3.69735, -0.17804], [1.63198, -1.71069, 0.95420], [-1.55835, 0.01627, -3.14710], [2.27516, 1.83226, -2.51211], [-1.48121, -1.45706, -1.37982], [1.60298, 5.06844, -1.35881], [2.14182, 0.48335, -3.64496], [1.67533, 3.07225, -4.41590], [1.10930, -2.08068, 5.32439], [-0.95377, 0.31455, -0.24850], [-1.57102, -1.40010, 1.56741], [0.34850, -4.67755, 4.70111], [-2.01781, 0.55802, -0.20812], [-0.05667, -5.43917, 4.03917], [-1.21661, -1.03830, 3.52698], [0.23976, 1.17711, -2.89372], [-1.39188, -1.83521, 2.92407], [-0.60874, -3.68079, 2.46100], [0.50837, -1.38196, -0.93873], [-1.67311, -2.29087, 0.94053], [-2.51912, -0.85071, 1.53135], [0.31898, -5.05701, 5.71994], [-0.52245, -1.44882, 5.57769], [0.08607, -2.35005, 5.57875], [-0.04107, 1.77209, -4.28451], [-0.07047, -0.90077, -3.39695], [-0.11422, 0.19227, 1.77788], [0.92226, 1.37378, -0.23742], [1.15762, 4.11133, -1.14303], [-0.54313, -0.13978, -2.77388], [0.63647, -2.51334, 2.93669], [0.33207, 1.09073, -5.05214], [0.58865, 3.14877, -4.46536], [-0.47410, -0.46265, 0.98056], [-0.67730, -0.70470, -1.36299], [0.68126, -1.25609, 0.38382], [0.58675, 5.07270, -3.47490], [0.37550, 3.50994, -2.02408], [-1.50014, -3.58458, 4.82366], [-0.38371, -2.86001, 3.14895]],
  "forces_ev_per_a": [[0.099, -0.013, 0.073], [0.277, 0.033, -0.078], [0.109, -0.027, 0.060], [0.324, -0.068, 0.354], [0.079, 0.002, -0.020], [0.007, 0.029, 0.131], [0.173, -0.028, -0.019], [0.195, -0.060, -0.155], [-0.083, -0.039, -0.012], [-0.333, -0.009, -0.286], [-0.117, 0.076, 0.090], [-0.055, 0.027, -0.010], [-0.033, 0.012, -0.056], [0.010, -0.186, 0.221], [0.039, -0.056, -0.158], [-0.047, -0.019, -0.026], [0.131, 0.042, -0.020], [0.129, 0.125, 0.014], [0.070, 0.192, -0.113], [0.059, -0.064, -0.104], [0.070, 0.028, -0.047], [0.149, 0.055, -0.013], [0.251, -0.020, 0.025], [0.029, 0.297, -0.137], [-0.207, 0.193, -0.008], [-0.008, -0.023, 0.014], [-0.002, -0.127, -0.068], [-0.070, -0.037, -0.052], [-0.279, -0.170, -0.257], [0.044, 0.055, 0.337], [0.067, -0.012, -0.024], [0.354, -0.252, -0.404], [-0.107, 0.042, -0.030], [0.075, -0.045, -0.165], [0.049, -0.079, 0.095], [-0.029, 0.167, 0.071], [-0.222, -0.159, -0.166], [0.217, 0.066, 0.090], [-0.070, -0.064, -0.117], [0.059, -0.051, -0.066], [0.110, 0.057, 0.088], [0.043, 0.061, 0.118], [0.252, 0.047, 0.359], [-0.043, -0.116, -0.004], [-0.045, -0.092, -0.028], [-0.249, -0.012, -0.067], [-0.344, -0.144, -0.143], [-0.805, 0.129, -0.242], [0.152, 0.234, 0.801], [-0.056, 0.045, 0.030], [-0.379, 0.078, -0.146], [0.021, 0.002, -0.046], [-0.060, -0.122, 0.317]]
}

***

{
  "formula": "C3H7IN3",
  "method": "the ωB97M-V functional and the def2-TZVPD basis",
  "max_force_ha_per_bohr": 0.096,
  "s2": 2.04,
  "homo_lumo_gap_ev": [9.015, 5.377],
  "e_above_lowest_kj_mol": 128.4,
  "multiplicity": 3,
  "total_charge": 1,
  "symbols": ["C", "N", "C", "H", "H", "H", "H", "H", "H", "I", "H", "C", "N", "N"],
  "xyz": [[-1.43922, 0.80253, 1.51245], [-1.39390, 1.08598, 0.16241], [1.33511, -0.76409, -0.30379], [1.87991, -0.91124, 0.58103], [-0.59303, 0.39950, -1.46420], [1.56135, 0.24008, -0.73598], [-1.84268, 1.87353, -0.28592], [1.64133, -1.64310, -0.86836], [-1.74528, 1.58548, 2.37030], [-2.80528, -1.26050, -1.40102], [-0.44944, -1.62049, 0.46108], [-1.00561, -0.05354, -0.65055], [-0.85559, -0.13258, 2.08302], [-0.07027, -0.85909, 0.03354]],
  "forces_ev_per_a": [[-0.588, 4.705, 1.379], [-0.936, -1.926, 1.235], [-0.445, -0.096, -0.820], [0.783, 0.290, 1.516], [0.992, 0.675, -2.784], [-0.090, -1.104, 0.140], [-0.448, 0.101, 0.240], [0.043, 0.345, -0.866], [0.079, -0.874, -2.472], [0.871, 0.709, 0.488], [-0.661, -2.651, 1.538], [-0.168, -0.239, 1.685], [0.516, -2.605, 0.772], [0.053, 2.670, -2.050]]
}

***

{
  "formula": "C44H35BrCl2N2O8RbTe",
  "method": "the ωB97M-V functional and the def2-TZVPD basis",
  "max_force_ha_per_bohr": 0.025,
  "homo_lumo_gap_ev": 6.341,
  "e_above_lowest_kj_mol": 120.2,
  "total_charge": -1,
  "symbols": ["Te", "H", "H", "C", "C", "Rb", "C", "H", "C", "N", "H", "C", "H", "H", "H", "H", "C", "N", "C", "H", "C", "H", "H", "O", "C", "H", "C", "H", "H", "H", "O", "H", "H", "C", "C", "O", "C", "C", "H", "O", "C", "C", "O", "C", "Cl", "C", "H", "C", "C", "Cl", "C", "H", "C", "H", "C", "C", "C", "C", "C", "C", "H", "H", "O", "Br", "C", "O", "C", "H", "C", "C", "C", "H", "H", "C", "O", "C", "H", "H", "C", "H", "H", "C", "C", "C", "C", "C", "H", "C", "C", "H", "H", "C", "H", "H"],
  "xyz": [[-3.02213, 3.00260, -4.21410], [-0.54450, 3.31010, -0.97222], [3.36605, 4.08383, 1.38984], [-1.47450, 2.18014, -5.39611], [2.67720, 3.53900, 4.66207], [0.08877, -0.07509, 0.73443], [-3.71226, 0.40652, 1.36532], [-1.02091, 4.47066, -3.19811], [1.32134, 3.83853, 4.65114], [-1.75808, 1.63538, -1.41259], [0.43520, -2.97538, -4.52271], [-2.48216, 2.92250, 0.56523], [-4.86407, -0.75919, 2.74814], [-4.76800, 6.37724, -0.01532], [-0.67122, -4.75210, 0.78772], [4.26704, 0.57435, 1.98795], [-4.84246, 5.89442, 0.96429], [-0.24997, -1.95099, -1.40339], [-1.08098, -1.46798, 4.69956], [-2.37803, 4.38788, -2.06244], [0.01456, -3.01400, -3.52784], [-3.49452, -0.14039, -1.96014], [1.35965, 3.09495, -7.02643], [1.78612, -0.99317, -4.12110], [3.32541, 0.16025, 1.65492], [0.73842, 3.80002, 5.56389], [-0.75231, 4.63627, 3.50012], [3.15655, 3.24021, 5.58696], [0.94034, 4.57205, 1.37271], [-0.79895, -1.09168, 2.61668], [-1.42730, -4.22844, 1.08068], [-5.80693, 5.38020, 1.00024], [1.33522, 0.68349, -7.60803], [1.43271, 4.28744, 2.29629], [-1.47873, 0.82556, -5.71890], [2.66420, -2.73713, 2.12212], [-0.44910, 2.99229, -5.87879], [-0.74138, -4.08784, -3.09119], [-0.44433, 4.05071, -5.64503], [-1.93959, -2.06936, 0.95665], [-2.76078, 5.13310, 2.19080], [2.79178, 4.00867, 2.30733], [0.74711, -2.70361, 0.99313], [-0.43284, -1.62206, 3.48335], [2.10285, 0.44918, 2.89411], [1.42612, -2.64586, 2.06360], [-2.26275, 0.18434, -5.33104], [0.56549, 2.45392, -6.66037], [0.69068, 4.20421, 3.46870], [2.85736, 0.97149, 0.14573], [-3.80258, -0.29024, -0.93225], [-3.33427, 1.07975, 2.12758], [-1.35770, -3.00754, 0.48951], [-4.26773, 3.58470, -0.37675], [-1.48695, 3.10022, 1.59429], [-3.69621, 4.93905, 1.19953], [0.22352, -1.96776, -2.63968], [-0.94974, 2.77066, -1.83672], [0.55006, 1.10271, -6.98951], [-4.57436, -0.62339, 1.71297], [2.29980, -0.19037, -4.27765], [4.47505, 3.39172, 3.49410], [1.13609, 0.23785, -2.36678], [1.11520, -3.88638, 7.24657], [-0.47663, 0.29324, -6.52302], [-0.56707, 2.23922, 1.76934], [-1.71342, 3.79572, -2.69589], [-1.75895, -4.94008, -1.39515], [1.06974, -0.77945, -2.99827], [1.15808, -3.10841, 4.50557], [-5.06304, -1.48008, 0.73738], [-5.05432, -1.97885, -1.35261], [-0.11751, 2.36375, -2.41146], [-3.32032, 0.58282, 0.04025], [-1.10969, 5.33806, 4.43377], [-1.18809, -4.10479, -1.78024], [-5.73909, -2.28351, 1.00698], [-1.93817, -0.80860, 4.77310], [-2.42638, 1.71696, -0.33234], [-2.83930, 5.98983, 2.85292], [-0.49199, -0.76072, -6.77610], [-3.53141, 3.79801, 0.39898], [-0.63226, -2.14805, 5.82484], [-1.66899, 4.27438, 2.39752], [0.67891, -2.45483, 3.37682], [-0.89370, -3.02244, -0.95849], [-1.13916, -2.05105, 6.77568], [0.48670, -2.95546, 5.70455], [-4.67385, -1.31180, -0.58662], [2.04866, -3.71648, 4.43253], [3.37845, -0.90854, 1.48185], [3.41629, 3.62853, 3.48915], [-4.84872, 6.68012, 1.72159], [-0.96467, -4.91239, -3.75576]],
  "forces_ev_per_a": [[0.201, -0.013, 0.134], [0.061, 0.033, -0.026], [-0.047, -0.029, 0.047], [0.018, 0.043, 0.005], [-0.021, 0.027, -0.047], [-0.560, 0.469, -1.085], [-0.063, 0.028, 0.045], [-0.010, -0.007, 0.059], [0.021, 0.023, 0.050], [-0.134, 0.028, -0.101], [-0.031, -0.011, 0.027], [-0.037, 0.040, -0.154], [0.023, 0.003, -0.021], [-0.020, 0.001, 0.032], [0.093, 0.038, 0.042], [0.042, 0.087, 0.031], [0.125, -0.089, 0.004], [-0.083, -0.210, -0.075], [0.069, 0.029, 0.004], [0.020, -0.001, -0.070], [-0.007, -0.030, -0.104], [0.012, 0.012, 0.016], [-0.023, -0.030, 0.021], [-0.057, -0.111, -0.038], [-0.033, 0.114, 0.106], [0.017, -0.002, -0.037], [0.091, -0.177, -0.067], [-0.009, -0.012, -0.028], [0.007, -0.048, 0.048], [-0.210, -0.376, 0.584], [-0.020, 0.029, -0.028], [0.008, 0.029, 0.011], [-0.028, 0.015, 0.014], [0.073, -0.053, -0.034], [0.026, 0.010, 0.005], [-0.203, -0.042, 0.188], [0.019, -0.095, 0.003], [0.009, 0.011, -0.014], [-0.002, -0.026, -0.013], [-0.113, -0.106, -0.072], [0.147, -0.012, 0.037], [0.008, 0.068, -0.021], [0.497, -0.097, 0.422], [0.007, -0.197, 0.081], [0.521, 0.188, 0.563], [0.518, -0.398, -0.107], [0.051, 0.023, -0.016], [-0.038, -0.031, 0.011], [-0.007, 0.058, -0.125], [0.666, 0.214, -0.309], [-0.010, -0.012, -0.046], [-0.025, -0.001, -0.047], [-0.696, -0.169, -0.308], [0.032, 0.009, 0.025], [-0.037, 0.029, 0.080], [-0.083, -0.013, -0.022], [0.017, 0.031, 0.138], [-0.094, 0.039, -0.114], [-0.012, 0.047, 0.033], [-0.012, -0.007, -0.043], [0.016, 0.145, -0.025], [-0.034, 0.033, 0.004], [0.000, -0.082, -0.053], [0.003, 0.012, -0.021], [-0.001, 0.000, 0.020], [-0.333, 0.295, -0.006], [-0.080, -0.319, 0.277], [0.019, 0.033, -0.002], [-0.105, 0.078, 0.002], [-0.075, 0.006, 0.080], [0.035, 0.016, -0.024], [0.010, 0.023, 0.021], [0.027, 0.037, -0.007], [-0.017, -0.051, 0.071], [-0.089, 0.028, 0.104], [-0.009, -0.057, 0.038], [0.019, 0.029, -0.002], [0.034, -0.036, 0.004], [-0.120, 0.357, 0.028], [-0.005, -0.017, -0.007], [0.000, 0.027, 0.029], [0.024, -0.005, 0.003], [-0.005, 0.009, -0.045], [0.043, 0.120, -0.040], [-0.071, 0.035, -0.083], [0.059, 0.011, -0.067], [0.031, 0.013, -0.016], [-0.039, -0.011, 0.031], [0.025, 0.032, 0.007], [-0.001, 0.004, -0.026], [0.002, -0.113, -0.003], [-0.041, 0.005, 0.043], [-0.018, -0.026, -0.020], [0.020, -0.001, -0.006]]
}

***

{
  "formula": "C5H8N5",
  "method": "the ωB97M-V functional and the def2-TZVPD basis",
  "max_force_ha_per_bohr": 0.100,
  "homo_lumo_gap_ev": [8.145, 8.146],
  "e_above_lowest_kj_mol": 402.4,
  "total_charge": 1,
  "symbols": ["N", "N", "C", "N", "H", "C", "N", "H", "N", "H", "C", "H", "H", "H", "H", "C", "H", "C"],
  "xyz": [[0.64125, 1.37148, -0.33487], [-1.40244, 0.70084, 0.09714], [2.16622, -0.50150, -0.47724], [0.86716, 0.12490, -0.70572], [3.03304, 0.25008, -0.53756], [-0.83826, -0.53289, -0.15659], [-2.99003, -0.78653, 0.21555], [2.43073, -1.14933, -1.35954], [2.07287, -1.12584, 0.75615], [1.67611, -0.54230, 1.50171], [-0.61475, 1.76226, -0.03727], [-0.95153, 2.70814, 0.30274], [-1.73432, -2.50583, -0.49454], [1.88959, -2.10349, 0.71756], [-3.19538, 1.24895, 0.83787], [-2.67055, 0.46589, 0.37068], [1.45189, 2.09337, -0.49029], [-1.83161, -1.47821, -0.20579]],
  "forces_ev_per_a": [[-0.065, 4.105, 0.014], [2.282, -1.235, -0.603], [1.216, 0.338, -0.744], [-4.882, -1.332, -0.830], [-1.551, -0.191, 0.213], [3.254, 0.691, -1.885], [0.759, -0.708, -0.224], [-0.720, 0.154, 1.167], [1.221, -0.214, 1.107], [0.353, -1.026, -0.444], [3.055, -0.814, 0.246], [0.317, 0.968, -0.207], [-0.414, -0.180, 0.207], [-0.326, -0.366, 0.561], [-1.336, 0.531, 0.127], [-1.812, -0.702, 0.517], [-2.030, -1.673, 0.518], [0.679, 1.654, 0.259]]
}